Entry 1:
{"formula": "C2H2O2S2", "method": "ωB97M-V with the def2-TZVPD basis set", "elements": ["C", "C", "H", "H", "O", "O", "S", "S"], "coordinates": [[-0.062, 0.053, 0.748], [0.581, 0.299, -0.624], [-1.651, -0.895, 2.085], [0.391, 0.120, -2.422], [0.509, 0.319, 1.768], [-0.167, -0.080, -1.628], [-1.656, -0.782, 0.714], [2.056, 0.966, -0.640]], "fmax_ev_per_a": 1.96, "lumo_energy_ev": -1.00, "e_above_lowest_kj_mol": 43.2, "smiles": "O=C(S)C(O)=S"}



Entry 2:
{"formula": "C10H19BO3", "method": "ωB97M-V with the def2-TZVPD basis set", "elements": ["B", "C", "C", "C", "C", "C", "C", "C", "C", "C", "C", "O", "O", "O", "H", "H", "H", "H", "H", "H", "H", "H", "H", "H", "H", "H", "H", "H", "H", "H", "H", "H", "H"], "coordinates": [[-0.073, 0.238, -0.277], [2.948, 2.307, 0.330], [2.673, 1.061, 0.005], [-2.054, -0.858, 0.200], [-2.282, 0.580, -0.265], [-2.039, -1.794, -1.029], [-2.846, -1.370, 1.350], [-2.625, 1.562, 0.846], [-3.328, 0.812, -1.361], [5.259, -1.516, 0.007], [4.830, -0.040, 0.006], [-0.654, -0.727, 0.559], [-0.973, 1.029, -0.846], [3.342, -0.100, -0.041], [3.929, 2.799, 0.528], [2.105, 2.965, 0.415], [-1.501, -1.338, -1.760], [-3.110, -1.948, -1.259], [-1.591, -2.715, -0.838], [-3.812, -1.676, 1.112], [-3.008, -0.576, 2.171], [-2.317, -2.305, 1.675], [-2.233, 2.607, 0.577], [-2.033, 1.365, 1.772], [-3.754, 1.661, 0.857], [-4.286, 0.504, -0.965], [-3.100, 0.522, -2.437], [-3.456, 1.847, -1.388], [4.758, -2.111, 0.780], [4.766, -1.965, -0.811], [6.290, -1.702, 0.070], [5.177, 0.467, -0.918], [4.999, 0.415, 0.935]], "fmax_ev_per_a": 4.25, "lumo_energy_ev": [0.34, 0.26], "e_above_lowest_kj_mol": 303.3}



Entry 3:
{"formula": "C23H28Al2Br4Cl5F4MgO8", "method": "ωB97M-V with the def2-TZVPD basis set", "elements": ["O", "C", "C", "C", "C", "O", "C", "C", "C", "C", "C", "Br", "C", "C", "C", "C", "H", "H", "H", "H", "H", "H", "H", "H", "H", "H", "H", "Al", "F", "Al", "F", "F", "F", "C", "O", "O", "O", "Cl", "C", "C", "Cl", "H", "H", "H", "H", "Mg", "Br", "O", "C", "O", "C", "C", "C", "H", "H", "H", "H", "H", "H", "Br", "C", "C", "Br", "H", "H", "H", "H", "C", "Cl", "Cl", "Cl", "H", "O", "H", "H"], "coordinates": [[3.012, -2.764, 1.572], [1.825, -2.474, 1.774], [0.753, -3.514, 2.219], [-0.529, -3.384, 1.782], [-0.880, -2.215, 0.805], [-1.628, -2.300, -0.129], [-0.119, -0.872, 1.101], [-0.744, 0.449, 0.927], [-2.250, 0.551, 0.468], [-3.096, -0.003, 1.703], [-4.129, -1.115, 1.302], [-5.282, -1.404, 2.922], [0.067, 1.656, 1.216], [1.460, 1.512, 1.688], [2.068, 0.174, 1.859], [1.283, -1.030, 1.577], [0.963, -4.352, 2.922], [-1.352, -4.077, 2.095], [-2.533, 1.638, 0.355], [-2.448, 0.011, -0.488], [-2.381, -0.425, 2.463], [-3.622, 0.846, 2.215], [-3.687, -2.124, 1.094], [-4.709, -0.816, 0.393], [-0.378, 2.740, 1.078], [2.111, 2.382, 1.941], [3.115, 0.084, 2.228], [3.277, -1.674, -0.295], [-4.243, -3.815, 4.991], [-2.552, -3.415, 5.197], [-2.132, -3.478, 6.881], [-2.271, -1.796, 4.572], [-1.571, -4.555, 4.294], [-6.884, -6.035, 4.277], [-7.784, -5.573, 4.963], [-6.505, -5.575, 3.179], [-6.202, -7.043, 4.563], [6.626, -0.173, -1.777], [6.585, 1.602, -1.501], [6.488, 1.949, -0.032], [4.912, 1.491, 0.663], [5.748, 2.009, -2.067], [7.506, 2.009, -1.918], [6.592, 3.026, 0.099], [7.268, 1.458, 0.549], [8.158, -1.709, -0.837], [-7.516, -1.209, 4.183], [1.080, -1.130, -2.754], [0.320, -1.607, -3.557], [0.685, -2.523, -4.480], [-0.428, -2.801, -5.350], [-1.654, -2.403, -4.561], [-1.138, -1.251, -3.719], [-0.312, -2.213, -6.264], [-0.434, -3.859, -5.611], [-2.501, -2.143, -5.188], [-1.959, -3.226, -3.909], [-1.215, -0.296, -4.242], [-1.638, -1.201, -2.752], [3.296, 5.856, -1.389], [1.710, 4.781, -1.736], [0.636, 5.042, -0.711], [1.042, 4.154, 0.977], [2.032, 3.742, -1.767], [1.374, 5.083, -2.727], [-0.314, 4.617, -1.036], [0.499, 6.098, -0.490], [3.544, 9.260, 0.822], [5.101, 10.086, 0.944], [2.888, 8.926, 2.429], [2.403, 10.216, -0.131], [3.699, 8.314, 0.315], [-3.436, -2.644, -7.111], [-3.316, -3.188, -7.898], [-4.355, -2.357, -7.164]], "charge": 1, "fmax_ev_per_a": 4.07, "lumo_energy_ev": -7.45}



Entry 4:
{"formula": "C42H30Br2F4HgN4O4PS", "method": "ωB97M-V with the def2-TZVPD basis set", "elements": ["Hg", "F", "C", "C", "F", "C", "F", "C", "P", "C", "C", "C", "C", "C", "C", "C", "C", "C", "C", "C", "C", "C", "Br", "C", "F", "H", "H", "H", "H", "H", "H", "H", "H", "H", "H", "O", "C", "C", "C", "C", "C", "C", "C", "N", "C", "C", "N", "H", "H", "H", "H", "H", "H", "H", "N", "C", "N", "C", "C", "C", "C", "C", "C", "S", "H", "H", "H", "H", "H", "H", "Br", "C", "C", "C", "C", "C", "C", "C", "O", "O", "H", "H", "H", "H", "C", "O", "H", "H", "H"], "coordinates": [[-0.660, -0.131, 0.358], [-1.481, 7.147, -0.738], [-1.706, 6.049, 0.074], [-0.953, 5.912, 1.251], [-0.626, 7.031, 1.958], [-0.689, 4.683, 1.758], [-0.105, 4.613, 2.992], [-1.065, 3.476, 1.111], [-0.077, 2.012, 1.400], [-0.306, 1.586, 3.157], [-1.622, 1.377, 3.562], [-1.899, 0.932, 4.843], [-0.862, 0.687, 5.735], [0.450, 0.885, 5.333], [0.729, 1.327, 4.047], [1.653, 2.534, 1.172], [2.284, 2.119, 0.003], [3.567, 2.559, -0.297], [4.234, 3.401, 0.578], [3.606, 3.830, 1.741], [2.316, 3.412, 2.031], [-1.953, 3.646, 0.000], [-2.979, 2.159, -0.606], [-2.226, 4.882, -0.500], [-3.082, 5.034, -1.548], [-2.431, 1.536, 2.856], [-2.926, 0.757, 5.140], [-1.078, 0.328, 6.735], [1.266, 0.679, 6.017], [1.758, 1.443, 3.736], [1.767, 1.441, -0.667], [4.047, 2.226, -1.209], [5.243, 3.728, 0.353], [4.118, 4.500, 2.422], [1.825, 3.776, 2.924], [0.019, -1.376, 2.352], [0.708, -2.430, 2.521], [1.123, -2.792, 3.847], [1.936, -3.864, 4.107], [2.396, -4.680, 3.064], [1.984, -4.386, 1.781], [1.140, -3.313, 1.472], [0.703, -3.138, 0.087], [0.069, -2.125, -0.482], [-0.173, -2.458, -1.797], [0.330, -3.690, -2.044], [0.879, -4.110, -0.851], [0.773, -2.141, 4.640], [2.236, -4.073, 5.129], [3.065, -5.511, 3.252], [2.369, -5.014, 0.982], [-0.643, -1.757, -2.463], [0.368, -4.286, -2.938], [1.308, -4.998, -0.680], [2.927, -1.167, -2.032], [3.562, -0.863, -0.875], [2.989, -0.849, 0.281], [3.891, -0.535, 1.276], [3.569, -0.407, 2.625], [4.564, -0.051, 3.520], [5.873, 0.179, 3.092], [6.208, 0.054, 1.752], [5.212, -0.304, 0.856], [5.299, -0.516, -0.872], [1.911, -1.096, -1.972], [3.275, -0.754, -2.884], [2.548, -0.585, 2.937], [4.319, 0.052, 4.571], [6.633, 0.464, 3.809], [7.221, 0.243, 1.415], [3.875, 1.878, -4.252], [2.449, 2.945, -3.550], [2.726, 4.299, -3.415], [1.771, 5.139, -2.867], [0.555, 4.619, -2.445], [0.311, 3.261, -2.566], [1.247, 2.392, -3.130], [0.906, 0.899, -3.169], [1.189, 0.263, -4.196], [0.339, 0.471, -2.124], [3.691, 4.681, -3.721], [1.984, 6.195, -2.753], [-0.191, 5.263, -1.997], [-0.612, 2.834, -2.197], [-2.958, -2.113, 0.533], [-2.753, -0.768, 0.261], [-4.028, -2.305, 0.735], [-2.402, -2.476, 1.416], [-2.676, -2.782, -0.302]], "charge": -2, "fmax_ev_per_a": 0.44, "lumo_energy_ev": [3.92, 3.92], "spin_multiplicity": 2, "e_above_lowest_kj_mol": 76.4}



Entry 5:
{"formula": "C4H7N3O", "method": "ωB97M-V with the def2-TZVPD basis set", "elements": ["C", "C", "C", "C", "H", "H", "H", "H", "H", "H", "H", "N", "N", "N", "O"], "coordinates": [[0.032, -0.876, 0.827], [1.460, -1.051, 0.427], [1.734, -0.201, -0.533], [-0.212, 0.578, 0.246], [-1.092, -1.623, -1.040], [-2.016, -1.272, 0.433], [-0.175, -0.867, 1.989], [1.891, -2.112, 0.749], [2.694, -0.056, -1.051], [-1.173, 1.973, 1.162], [-0.249, 2.213, -1.569], [-1.107, -1.671, 0.100], [0.598, 0.757, -0.821], [-1.338, 1.569, 0.086], [-1.049, 2.638, -1.006]], "fmax_ev_per_a": 6.84, "lumo_energy_ev": 0.41, "e_above_lowest_kj_mol": 608.3, "smiles": "N[C@H]1C=CN=C1NO"}



Question: Number 1 is which compound?
Answer: C2H2O2S2